[1]
{
  "formula": "C17H27N2O4P",
  "method": "the ωB97M-V functional and the def2-TZVPD basis",
  "species": ["P", "O", "O", "O", "O", "N", "N", "C", "C", "C", "C", "C", "C", "C", "C", "C", "C", "C", "C", "C", "C", "C", "C", "C", "H", "H", "H", "H", "H", "H", "H", "H", "H", "H", "H", "H", "H", "H", "H", "H", "H", "H", "H", "H", "H", "H", "H", "H", "H", "H", "H"],
  "xyz": [[-1.849, -4.337, -2.586], [-1.281, -3.851, -1.045], [-2.747, -2.969, -2.645], [-2.372, -4.747, -4.169], [-2.658, -5.492, -2.004], [2.580, 5.670, 2.989], [2.277, 5.327, -0.072], [2.821, 1.649, 1.117], [0.305, -0.444, 0.074], [3.008, 1.814, 2.621], [-1.297, 1.778, 2.956], [2.930, 3.200, 3.182], [-1.642, -5.813, -4.782], [2.502, 4.280, 0.838], [-2.164, -3.955, 0.064], [2.585, 2.855, 0.274], [2.188, 6.526, 0.613], [1.689, -0.055, -0.590], [-1.135, 0.385, 2.165], [-0.474, 0.774, 0.746], [2.315, 6.702, 2.109], [2.862, 0.230, 0.437], [-4.013, -2.962, -3.290], [2.670, 4.437, 2.321], [-2.243, -4.993, 0.387], [-4.615, -2.164, -2.854], [3.186, 0.940, 3.305], [2.014, -0.964, -1.200], [-2.134, -0.077, 1.920], [-4.538, -3.910, -3.161], [-3.882, -2.747, -4.353], [-1.929, -5.869, -5.832], [1.558, 0.771, -1.363], [1.995, 7.453, -0.004], [-0.362, -0.839, -0.761], [2.198, 7.736, 2.542], [-0.570, -5.626, -4.719], [2.429, 2.723, -0.833], [-1.317, 1.060, 0.042], [-1.721, 1.596, 3.981], [-1.743, -3.373, 0.886], [-0.504, -0.351, 2.739], [0.151, 1.695, 0.916], [3.060, 3.286, 4.302], [3.835, 0.174, -0.154], [2.909, -0.560, 1.239], [-1.883, -6.761, -4.295], [-1.969, 2.415, 2.305], [-0.255, 2.230, 2.985], [-3.153, -3.557, -0.178], [0.382, -1.288, 0.834]],
  "atomic_forces_ev_per_a": [[-8.79, -1.09, 3.94], [3.10, 0.94, -2.23], [0.97, 0.11, 0.09], [3.62, 1.20, -0.39], [1.48, -0.47, -0.41], [-0.66, 0.65, -3.94], [0.17, 1.54, 4.24], [-0.41, 2.59, 0.08], [-0.55, 0.53, -0.46], [-0.64, 3.85, -1.40], [0.20, -1.32, -0.86], [-0.08, -2.09, -2.02], [-0.11, -0.41, -0.19], [0.37, -2.44, 0.20], [-0.51, -0.41, 0.16], [0.40, -0.57, 2.59], [0.11, -1.03, 0.44], [-0.03, -1.12, 0.03], [0.11, 1.30, -0.90], [-0.47, -0.66, 0.45], [0.33, -1.74, -0.42], [0.31, 0.90, -0.34], [-0.20, 0.19, -0.64], [0.15, -1.43, 0.33], [-0.12, 0.05, -0.14], [0.25, 0.03, 0.16], [-0.23, 1.05, -0.92], [-0.32, 1.10, 0.73], [0.94, 0.33, 0.64], [0.15, -0.06, 0.01], [-0.15, -0.11, 0.05], [-0.02, 0.11, 0.08], [0.14, -0.84, 1.20], [0.26, -1.23, 0.77], [0.86, 0.31, 1.06], [0.18, -1.31, -0.55], [-0.03, -0.14, -0.19], [0.23, 0.29, 1.39], [0.97, -0.11, 0.86], [0.40, 0.52, -1.01], [0.26, 0.14, -0.28], [-0.57, 0.77, -0.60], [-0.38, -1.10, -0.36], [-0.23, 0.30, -1.59], [-1.08, 0.02, 0.83], [-0.16, 0.72, -0.84], [0.04, 0.06, 0.05], [0.71, -0.47, 1.06], [-1.38, -0.33, 0.27], [0.08, -0.10, -0.06], [0.32, 0.99, -0.96]],
  "e_tot_ha": -1415.589857,
  "smiles": "CCCCCCc1ccc2nccnc2c1.COP(=O)(OC)OC"
}

---

[2]
{
  "formula": "C22H24N4O3S",
  "method": "the ωB97M-V functional and the def2-TZVPD basis",
  "species": ["S", "O", "O", "O", "N", "N", "N", "N", "C", "C", "C", "C", "C", "C", "C", "C", "C", "C", "C", "C", "C", "C", "C", "C", "C", "C", "C", "C", "C", "C", "H", "H", "H", "H", "H", "H", "H", "H", "H", "H", "H", "H", "H", "H", "H", "H", "H", "H", "H", "H", "H", "H", "H", "H"],
  "xyz": [[-2.192, -0.962, -0.653], [-2.200, 1.649, -3.462], [0.412, -2.352, 0.473], [1.613, 3.828, 1.082], [-0.661, 1.289, -0.810], [0.255, 1.909, -0.057], [-0.381, 0.132, 1.043], [-0.614, 0.052, -3.404], [0.442, 1.234, 1.055], [2.644, 1.198, 4.093], [-1.808, 0.570, -3.065], [1.776, 0.777, 3.108], [-1.251, -0.610, 3.184], [0.393, -1.957, -4.339], [-0.218, -2.198, 1.667], [1.373, 1.639, 2.086], [1.436, -1.106, -5.055], [-0.609, -0.888, 1.989], [-1.122, -2.923, 3.775], [0.352, 0.910, -4.064], [0.739, -3.654, 0.050], [2.762, 3.360, 3.065], [-1.036, 0.228, -0.158], [0.844, 0.268, -5.357], [-0.096, -1.252, -3.071], [3.127, 2.499, 4.077], [-2.776, -0.277, -2.239], [1.900, 2.948, 2.048], [-1.503, -1.630, 4.084], [-0.487, -3.212, 2.579], [3.140, 4.369, 3.024], [1.044, 3.401, 0.400], [-0.203, -4.229, 2.364], [3.799, 2.836, 4.852], [-3.632, 0.361, -2.020], [-0.860, -1.861, -2.591], [0.005, 0.162, -6.048], [1.185, -3.539, -0.936], [-0.458, -2.122, -5.004], [-3.114, -1.143, -2.811], [-1.320, -3.724, 4.471], [-0.154, -4.282, -0.026], [2.943, 0.514, 4.873], [0.808, -2.931, -4.072], [1.590, 0.913, -5.821], [-0.139, 1.865, -4.256], [-1.999, -1.414, 5.017], [0.741, -1.137, -2.368], [1.752, -1.596, -5.977], [1.415, -0.239, 3.120], [2.314, -0.991, -4.415], [1.194, 1.076, -3.381], [1.464, -4.124, 0.722], [-1.541, 0.407, 3.400]],
  "atomic_forces_ev_per_a": [[-0.43, -0.31, 0.01], [-0.18, 0.17, -0.05], [-0.13, 0.33, 0.43], [0.02, 0.20, 0.00], [-0.72, -0.50, -0.31], [0.70, 0.41, 0.79], [0.04, 0.49, -0.57], [0.33, -0.10, -0.25], [-0.07, -0.02, -0.28], [0.00, -0.18, 0.12], [-0.44, -0.09, -0.16], [0.11, 0.08, 0.01], [0.06, -0.13, -0.18], [0.23, 0.11, 0.19], [0.08, 0.27, -0.05], [0.20, 0.19, 0.22], [-0.25, -0.04, -0.21], [-0.12, -0.49, 0.26], [-0.01, 0.06, 0.01], [-0.11, 0.32, -0.30], [0.07, -0.26, -0.08], [-0.03, 0.05, -0.10], [0.02, 0.16, -0.14], [0.20, -0.01, 0.24], [-0.12, -0.42, -0.19], [-0.05, 0.03, -0.10], [-0.05, 0.21, 0.43], [-0.01, -0.20, 0.15], [-0.03, 0.03, 0.10], [0.10, -0.14, -0.20], [0.04, 0.12, -0.01], [0.05, -0.10, 0.01], [0.04, -0.09, -0.05], [0.06, 0.05, 0.06], [0.16, -0.05, -0.20], [0.11, 0.10, 0.00], [-0.03, 0.05, -0.05], [-0.02, -0.05, 0.06], [-0.06, -0.06, 0.00], [0.04, 0.00, 0.04], [-0.02, -0.07, 0.06], [0.02, 0.01, 0.01], [0.03, -0.06, 0.06], [-0.03, -0.06, 0.00], [-0.01, 0.04, -0.05], [0.13, -0.10, 0.07], [-0.05, 0.02, 0.09], [-0.04, -0.04, 0.08], [0.09, -0.01, 0.02], [0.03, -0.03, 0.04], [0.09, -0.01, 0.01], [0.01, 0.02, 0.02], [-0.04, 0.01, -0.03], [-0.02, 0.10, -0.02]],
  "e_tot_ha": -1695.686988,
  "relative_energy_kcal_mol": 38.52,
  "smiles": "COc1ccccc1-n1c(SCC(=O)N2CCCCC2)nnc1-c1ccccc1O"
}

---

[3]
{
  "formula": "C5H6F6LiN5O4S3",
  "method": "the ωB97M-V functional and the def2-TZVPD basis",
  "species": ["S", "S", "S", "F", "F", "F", "F", "F", "F", "O", "O", "O", "O", "N", "N", "N", "N", "N", "C", "C", "C", "C", "C", "Li", "H", "H", "H", "H", "H", "H"],
  "xyz": [[-0.583, -2.175, -0.057], [0.759, 0.914, 2.934], [2.204, -2.461, -0.002], [-2.792, -2.149, -1.412], [-1.016, -2.242, -2.645], [2.905, -4.567, -1.384], [2.736, -2.753, -2.554], [-1.686, -4.003, -1.577], [4.420, -3.029, -1.223], [-0.523, -0.719, -0.173], [2.477, -1.033, -0.171], [2.676, -3.066, 1.198], [-1.258, -2.699, 1.083], [-2.038, 3.457, 1.981], [-0.427, 2.391, 0.946], [0.423, 1.931, -0.054], [-1.326, 2.658, 2.835], [0.758, -2.860, -0.421], [-1.478, 3.285, 0.833], [3.120, -3.259, -1.385], [-1.577, -2.684, -1.520], [-0.331, 1.975, 2.252], [-1.884, 3.921, -0.442], [1.120, 0.103, 0.647], [-2.735, 4.568, -0.253], [-2.173, 3.168, -1.177], [-1.072, 4.517, -0.861], [1.007, 2.686, -0.393], [-0.124, 1.530, -0.810], [-1.583, 2.596, 3.804]],
  "atomic_forces_ev_per_a": [[-0.29, 0.04, -0.15], [-0.01, 0.00, -0.12], [0.32, 0.13, -0.16], [-0.03, 0.02, 0.02], [0.00, 0.00, 0.00], [0.00, -0.01, -0.01], [0.00, 0.00, -0.01], [0.01, -0.02, 0.00], [0.02, 0.02, 0.02], [0.23, 0.14, 0.21], [-0.35, -0.06, 0.24], [0.02, -0.01, 0.06], [-0.02, 0.00, 0.05], [-0.04, 0.03, 0.05], [-0.06, 0.04, 0.01], [-0.09, 0.09, -0.06], [-0.01, -0.01, -0.03], [0.01, -0.33, -0.03], [0.06, -0.05, -0.03], [-0.03, 0.04, 0.00], [0.05, 0.04, -0.02], [0.01, 0.04, 0.02], [0.01, -0.02, -0.02], [0.20, -0.09, -0.06], [0.00, 0.00, 0.01], [0.00, 0.00, 0.00], [0.00, 0.00, 0.00], [0.01, 0.01, 0.00], [-0.01, -0.01, 0.00], [0.01, -0.01, 0.02]],
  "e_tot_ha": -2570.232270,
  "relative_energy_kcal_mol": 4.02
}

---

Number 1: HOMO-LUMO gap 5.7 eV. Number 2: HOMO-LUMO gap 8.3 eV. Number 3: HOMO-LUMO gap 8.8 eV.